(1)
{
  "formula": "C16H26N4O3S",
  "method": "ωB97M-V/def2-TZVPD",
  "lumo_energy_ev": -0.02,
  "max_force_ev_per_a": 0.8,
  "total_energy_ev": -39953.3592,
  "de_lowest_kcal_mol": 2.8,
  "spin_multiplicity": 1,
  "charge": 0,
  "symbols": ["C", "C", "C", "C", "C", "C", "C", "O", "N", "N", "C", "C", "C", "O", "N", "C", "C", "C", "C", "C", "S", "N", "C", "O", "H", "H", "H", "H", "H", "H", "H", "H", "H", "H", "H", "H", "H", "H", "H", "H", "H", "H", "H", "H", "H", "H", "H", "H", "H", "H"],
  "positions_angstrom": [[-4.100, -2.842, -2.072], [-3.040, -1.923, -1.476], [-3.565, -0.520, -1.170], [-4.651, -0.505, -0.091], [-4.903, 0.893, 0.483], [-4.005, 1.242, 1.680], [-2.546, 1.299, 1.288], [-2.020, 2.236, 0.736], [-1.844, 0.164, 1.613], [-0.549, 0.062, 1.257], [0.116, -1.007, 1.477], [1.494, -1.110, 1.094], [2.156, -0.064, 0.467], [1.557, 1.074, 0.191], [3.467, -0.161, 0.100], [4.143, 0.961, -0.571], [3.520, 1.220, -1.938], [4.183, 2.199, 0.331], [5.297, 3.153, -0.083], [4.177, -1.312, 0.353], [5.761, -1.524, -0.040], [3.514, -2.327, 0.968], [2.186, -2.347, 1.381], [1.723, -3.329, 1.917], [-4.527, -2.396, -2.967], [-4.902, -3.026, -1.362], [-3.660, -3.799, -2.343], [-2.209, -1.836, -2.180], [-2.645, -2.373, -0.560], [-2.727, 0.105, -0.859], [-3.969, -0.082, -2.085], [-4.379, -1.189, 0.717], [-5.580, -0.877, -0.525], [-4.755, 1.639, -0.299], [-5.939, 0.964, 0.821], [-4.161, 0.518, 2.483], [-4.284, 2.233, 2.043], [-2.301, -0.632, 2.055], [-0.312, -1.887, 1.960], [0.605, 1.031, 0.506], [5.171, 0.616, -0.719], [3.463, 0.293, -2.504], [4.146, 1.915, -2.488], [2.525, 1.644, -1.846], [4.361, 1.872, 1.359], [3.226, 2.718, 0.300], [5.129, 3.535, -1.086], [6.261, 2.650, -0.060], [5.334, 3.998, 0.600], [4.057, -3.166, 1.144]]
}


(2)
{
  "formula": "C16H26N6O5S",
  "method": "ωB97M-V/def2-TZVPD",
  "lumo_energy_ev": 0.21,
  "max_force_ev_per_a": 0.4,
  "total_energy_ev": -47027.6577,
  "de_lowest_kcal_mol": 41.2,
  "spin_multiplicity": 1,
  "charge": 0,
  "symbols": ["C", "S", "C", "C", "O", "N", "C", "C", "O", "C", "C", "N", "C", "C", "O", "C", "N", "C", "N", "C", "C", "N", "O", "N", "C", "C", "O", "C", "H", "H", "H", "H", "H", "H", "H", "H", "H", "H", "H", "H", "H", "H", "H", "H", "H", "H", "H", "H", "H", "H", "H", "H", "H", "H"],
  "positions_angstrom": [[0.982, 4.750, 2.725], [1.781, 3.548, 3.806], [0.331, 2.660, 4.448], [-0.271, 3.231, 5.728], [-1.322, 2.771, 6.149], [0.404, 4.211, 6.358], [-0.117, 4.852, 7.540], [-1.157, 5.896, 7.206], [-0.533, 6.905, 6.436], [-1.444, 7.891, 5.999], [-0.703, 8.905, 5.157], [0.239, 9.708, 5.913], [1.606, 9.223, 5.987], [-0.244, 10.792, 6.560], [-1.424, 11.098, 6.525], [0.766, 11.621, 7.349], [0.209, 12.863, 7.824], [-0.941, 13.116, 8.479], [-1.000, 14.391, 8.782], [0.173, 14.882, 8.295], [0.556, 16.320, 8.403], [-0.393, 17.081, 9.005], [1.614, 16.750, 7.995], [0.943, 13.984, 7.724], [-0.767, 2.275, 3.422], [-0.670, 0.807, 3.887], [-0.605, -0.198, 2.903], [0.615, 1.142, 4.669], [1.753, 5.427, 2.363], [0.516, 4.267, 1.870], [0.238, 5.329, 3.273], [1.235, 4.569, 5.916], [-0.559, 4.102, 8.196], [0.715, 5.318, 8.070], [-1.975, 5.435, 6.639], [-1.573, 6.318, 8.130], [-2.243, 7.437, 5.397], [-1.914, 8.389, 6.857], [-0.145, 8.382, 4.375], [-1.427, 9.559, 4.675], [2.235, 9.877, 6.580], [1.628, 8.228, 6.432], [2.035, 9.162, 4.984], [1.143, 11.035, 8.192], [1.613, 11.891, 6.723], [-1.681, 12.359, 8.658], [-1.250, 16.662, 9.320], [-0.211, 18.062, 9.116], [-1.731, 2.755, 3.567], [-0.448, 2.402, 2.388], [-1.489, 0.536, 4.545], [0.147, -0.018, 2.328], [1.523, 0.809, 4.166], [0.640, 0.810, 5.705]]
}


(3)
{
  "formula": "C16H27B2BrF9N2O4S",
  "method": "ωB97M-V/def2-TZVPD",
  "lumo_energy_ev": -3.45,
  "max_force_ev_per_a": 0.7,
  "total_energy_ev": -134883.9339,
  "de_lowest_kcal_mol": 0.0,
  "spin_multiplicity": 1,
  "charge": 1,
  "symbols": ["C", "C", "B", "O", "C", "C", "B", "O", "O", "C", "N", "C", "C", "C", "F", "F", "C", "F", "F", "S", "F", "F", "F", "F", "F", "C", "C", "C", "N", "Br", "H", "H", "H", "H", "H", "H", "H", "H", "H", "H", "H", "H", "H", "H", "H", "H", "H", "H", "H", "C", "C", "C", "O", "C", "H", "H", "H", "H", "H", "H", "H", "H"],
  "positions_angstrom": [[0.611, 6.403, -0.795], [-0.766, 5.710, -1.033], [-0.763, 4.245, -0.502], [-1.194, 4.017, 0.773], [-0.353, 2.927, -1.297], [-0.946, 1.714, -1.151], [-2.156, 1.352, -0.186], [-1.871, 1.200, 1.143], [-3.392, 1.222, -0.731], [-4.293, 0.195, -0.305], [-0.330, 0.836, -2.024], [-0.698, -0.578, -2.172], [-0.710, -1.347, -0.859], [0.615, -1.481, -0.120], [0.344, -2.072, 1.067], [1.131, -0.248, 0.137], [1.681, -2.301, -0.913], [1.067, -3.311, -1.545], [2.158, -1.459, -1.863], [3.163, -3.014, 0.062], [2.134, -3.944, 0.829], [2.991, -1.879, 1.156], [4.194, -2.097, -0.706], [3.356, -4.126, -1.043], [4.329, -3.631, 0.895], [0.623, 1.466, -2.711], [1.505, 0.931, -3.778], [0.975, 1.322, -5.172], [0.619, 2.729, -2.277], [1.768, 4.005, -2.922], [1.071, 6.662, -1.747], [0.477, 7.326, -0.238], [1.326, 5.771, -0.266], [-1.079, 5.798, -2.073], [-1.493, 6.243, -0.417], [-0.772, 3.263, 1.204], [-2.643, 1.377, 1.697], [-4.170, -0.055, 0.749], [-4.146, -0.697, -0.915], [-5.311, 0.546, -0.459], [-0.038, -1.026, -2.908], [-1.702, -0.613, -2.599], [-1.405, -0.936, -0.129], [-1.058, -2.355, -1.087], [2.519, 1.300, -3.624], [1.532, -0.153, -3.732], [0.839, 2.396, -5.280], [0.010, 0.840, -5.336], [1.646, 0.939, -5.938], [0.791, -2.942, 4.826], [0.184, -3.841, 3.752], [-0.843, -4.630, 4.555], [-1.286, -3.759, 5.596], [-0.430, -2.621, 5.679], [1.275, -2.049, 4.432], [1.527, -3.498, 5.410], [-0.317, -3.235, 2.997], [0.910, -4.481, 3.253], [-0.396, -5.522, 5.005], [-1.705, -4.940, 3.962], [-0.965, -1.747, 5.289], [-0.187, -2.436, 6.726]]
}


(4)
{
  "formula": "C16H27Br3FNO5Pb2",
  "method": "ωB97M-V/def2-TZVPD",
  "lumo_energy_ev": -16.39,
  "max_force_ev_per_a": 2.0,
  "total_energy_ev": -252048.4043,
  "spin_multiplicity": 1,
  "charge": 4,
  "symbols": ["Pb", "Pb", "C", "C", "C", "O", "C", "N", "H", "H", "H", "H", "H", "H", "H", "H", "H", "H", "H", "H", "C", "O", "H", "H", "H", "C", "C", "C", "O", "C", "O", "O", "H", "H", "H", "H", "H", "H", "F", "C", "C", "C", "C", "C", "C", "H", "H", "H", "H", "H", "C", "Br", "Br", "Br", "H"],
  "positions_angstrom": [[-4.474, -2.404, 1.653], [-5.137, -0.073, -1.273], [-2.828, 4.768, 2.319], [-1.897, 3.570, 2.052], [-1.269, 3.055, 3.349], [-0.389, 1.970, 3.081], [0.108, 1.432, 4.305], [-2.743, 2.428, 1.429], [-2.170, 1.586, 1.526], [-3.567, 2.230, 1.998], [-3.075, 2.726, 0.516], [-3.879, 4.507, 2.428], [-2.697, 5.562, 1.582], [-2.472, 5.284, 3.213], [-1.108, 3.780, 1.332], [-2.067, 2.653, 3.986], [-0.860, 3.928, 3.861], [0.379, 2.219, 5.012], [1.041, 0.913, 4.089], [-0.651, 0.769, 4.728], [-1.835, -1.030, -0.367], [-3.148, -0.861, 0.254], [-1.517, -2.069, -0.272], [-1.862, -0.598, -1.366], [-1.161, -0.431, 0.256], [0.712, 1.422, -3.853], [1.140, 0.165, -3.096], [0.459, -1.090, -3.649], [1.487, -2.086, -3.591], [2.691, -1.490, -3.492], [3.764, -1.969, -3.585], [2.475, -0.142, -3.380], [-0.331, 1.654, -3.628], [0.937, 1.218, -4.901], [1.253, 2.353, -3.679], [0.950, 0.340, -2.027], [0.272, -1.048, -4.726], [-0.453, -1.472, -3.189], [4.403, -3.335, 0.164], [3.657, -2.309, 0.391], [2.456, -2.437, 1.094], [1.700, -1.334, 1.428], [2.132, -0.051, 1.018], [3.336, 0.073, 0.323], [4.121, -1.011, 0.080], [2.203, -3.456, 1.363], [0.775, -1.402, 1.984], [1.576, 0.796, 1.401], [3.638, 1.022, -0.101], [5.060, -0.869, -0.441], [-0.346, -5.976, -2.179], [0.111, -4.287, -1.313], [1.159, -7.181, -2.603], [-1.044, -5.486, -3.978], [-1.014, -6.525, -1.527]]
}


What did the fourth record say?
{
  "formula": "C16H27Br3FNO5Pb2",
  "method": "ωB97M-V/def2-TZVPD",
  "lumo_energy_ev": -16.39,
  "max_force_ev_per_a": 2.0,
  "total_energy_ev": -252048.4043,
  "spin_multiplicity": 1,
  "charge": 4,
  "symbols": ["Pb", "Pb", "C", "C", "C", "O", "C", "N", "H", "H", "H", "H", "H", "H", "H", "H", "H", "H", "H", "H", "C", "O", "H", "H", "H", "C", "C", "C", "O", "C", "O", "O", "H", "H", "H", "H", "H", "H", "F", "C", "C", "C", "C", "C", "C", "H", "H", "H", "H", "H", "C", "Br", "Br", "Br", "H"],
  "positions_angstrom": [[-4.474, -2.404, 1.653], [-5.137, -0.073, -1.273], [-2.828, 4.768, 2.319], [-1.897, 3.570, 2.052], [-1.269, 3.055, 3.349], [-0.389, 1.970, 3.081], [0.108, 1.432, 4.305], [-2.743, 2.428, 1.429], [-2.170, 1.586, 1.526], [-3.567, 2.230, 1.998], [-3.075, 2.726, 0.516], [-3.879, 4.507, 2.428], [-2.697, 5.562, 1.582], [-2.472, 5.284, 3.213], [-1.108, 3.780, 1.332], [-2.067, 2.653, 3.986], [-0.860, 3.928, 3.861], [0.379, 2.219, 5.012], [1.041, 0.913, 4.089], [-0.651, 0.769, 4.728], [-1.835, -1.030, -0.367], [-3.148, -0.861, 0.254], [-1.517, -2.069, -0.272], [-1.862, -0.598, -1.366], [-1.161, -0.431, 0.256], [0.712, 1.422, -3.853], [1.140, 0.165, -3.096], [0.459, -1.090, -3.649], [1.487, -2.086, -3.591], [2.691, -1.490, -3.492], [3.764, -1.969, -3.585], [2.475, -0.142, -3.380], [-0.331, 1.654, -3.628], [0.937, 1.218, -4.901], [1.253, 2.353, -3.679], [0.950, 0.340, -2.027], [0.272, -1.048, -4.726], [-0.453, -1.472, -3.189], [4.403, -3.335, 0.164], [3.657, -2.309, 0.391], [2.456, -2.437, 1.094], [1.700, -1.334, 1.428], [2.132, -0.051, 1.018], [3.336, 0.073, 0.323], [4.121, -1.011, 0.080], [2.203, -3.456, 1.363], [0.775, -1.402, 1.984], [1.576, 0.796, 1.401], [3.638, 1.022, -0.101], [5.060, -0.869, -0.441], [-0.346, -5.976, -2.179], [0.111, -4.287, -1.313], [1.159, -7.181, -2.603], [-1.044, -5.486, -3.978], [-1.014, -6.525, -1.527]]
}